7
Properties=species:S:1:pos:R:3:forces:R:3 method="wB97M-V/def2-TZVPD" spin_multiplicity=1 e_tot_ha=-1095.33092 relative_energy_kcal_mol=0.0 total_charge=-2
N -1.178648 0.141984 -0.146773 1.18 1.61 0.64
O 0.453123 0.814771 2.003880 0.19 -0.16 -0.68
O 1.129432 2.034720 -0.193721 -0.58 -0.90 0.52
O 1.624538 -0.483405 0.041575 -0.76 0.97 0.68
O -2.332184 -2.006962 -0.718216 1.57 0.40 -0.37
P 0.842901 0.735655 0.547370 0.77 0.10 -0.62
S -1.015784 -1.214888 -0.654504 -2.36 -2.02 -0.15

6
Properties=species:S:1:pos:R:3:forces:R:3 method="wB97M-V/def2-TZVPD" spin_multiplicity=1 e_tot_ha=-753.88415 relative_energy_kcal_mol=13.2 total_charge=-1 smiles="O=NS(=O)(=O)[O-]"
O -0.261334 -0.006770 -1.852456 2.01 -2.27 2.23
N 0.312291 -0.670037 -0.955477 -2.50 0.43 -3.89
S 0.009761 0.042976 0.587058 1.52 2.27 2.14
O -0.828328 1.182234 0.281714 -0.08 -0.15 0.49
O 1.466297 0.278590 0.640083 -0.40 0.50 0.07
O -0.404875 -0.742741 1.735611 -0.54 -0.78 -1.05

6
Properties=species:S:1:pos:R:3:forces:R:3 method="wB97M-V/def2-TZVPD" spin_multiplicity=1 e_tot_ha=-861.46067 relative_energy_kcal_mol=52.8 total_charge=-1
Na 0.236085 -2.636830 1.334630 0.06 1.50 -0.97
S -0.125265 0.542220 -0.221770 0.44 3.60 -0.44
O 0.562915 -0.732970 -0.131740 0.18 -7.42 3.85
O -1.260345 0.393470 -1.101310 -2.32 -0.20 0.01
O -0.392035 1.302970 1.041880 -0.44 -1.74 -0.41
O 0.978645 1.131140 -0.921690 2.08 4.26 -2.04

Computed max |F| (eV/Å) in order:
3.11; 4.65; 8.36
Computed Kohn-Sham gap (eV) in order:
6.84; 8.79; 3.51